Density functional theory data (wB97M-V/def2-TZVPD) for 4 unconnected molecules or ions with the total composition C10H29NO7 at a distorted geometry.

Element x y z (Å)
C (-4.34, -18.87, 12.87)
O (-4.50, -20.25, 13.13)
C (-5.31, -20.49, 14.27)
C (-4.98, -21.89, 14.80)
N (-5.07, -22.92, 13.77)
C (-6.34, -22.89, 13.06)
C (-6.28, -23.95, 11.98)
O (-5.26, -23.61, 11.03)
C (-5.70, -22.69, 10.06)
H (-5.29, -18.44, 12.53)
H (-3.53, -18.76, 12.15)
H (-3.98, -18.38, 13.77)
H (-6.34, -20.44, 13.90)
H (-5.17, -19.79, 15.10)
H (-5.62, -22.13, 15.65)
H (-3.96, -21.87, 15.18)
H (-4.30, -22.78, 13.13)
H (-6.57, -21.95, 12.55)
H (-7.12, -23.08, 13.79)
H (-7.22, -24.10, 11.43)
H (-5.98, -24.93, 12.36)
H (-5.84, -21.72, 10.56)
H (-6.55, -22.94, 9.42)
H (-4.90, -22.57, 9.32)
O (-0.54, -20.50, 12.29)
C (-1.22, -21.57, 11.60)
C (-2.60, -21.17, 11.07)
O (-2.50, -20.00, 10.24)
H (-0.44, -19.81, 11.63)
H (-0.61, -22.01, 10.81)
H (-1.35, -22.32, 12.38)
H (-3.36, -21.02, 11.83)
H (-3.00, -22.02, 10.52)
H (-1.60, -20.05, 9.88)
O (-2.64, -18.09, 19.81)
C (-2.89, -19.29, 19.07)
C (-1.68, -19.73, 18.23)
O (-1.58, -18.94, 17.02)
H (-2.51, -17.40, 19.15)
H (-3.10, -20.13, 19.73)
H (-3.73, -19.12, 18.40)
H (-1.85, -20.76, 17.91)
H (-0.74, -19.69, 18.78)
H (-1.46, -18.04, 17.34)
O (-1.13, -21.22, 15.22)
H (-1.00, -20.93, 14.31)
H (-1.31, -20.42, 15.73)

## Properties
spin multiplicity	1
HOMO level	-8.6673	eV
calculated total energy	-26660.1159	eV
energy above the lowest of the compared OMol25 structures with the same formula, charge and spin	0.2035	eV
structure (SMILES)	COCCNCCOC.OCCO.OCCO.O
max |F|	0.025	hartree/bohr
orbital gap	9.04	eV